(1)
Here is a structure of composition C33H27F6N4O5PS4Zr from the Open Molecules 2025 dataset. Energies are from the ωB97M-V functional and the def2-TZVPD basis.

Each line ends with the Löwdin charge.
CARTESIAN COORDINATES (ANGSTROEM)
Zr: 0.15 -1.30 -0.43  1.753
S: -1.02 -0.12 -2.50  0.702
C: -0.85 -1.73 -2.87  -1.078
N: 0.24 -2.48 -2.39  -0.155
C: 0.11 -3.87 -2.60  -0.278
C: 1.15 -4.80 -2.41  -0.236
C: 0.72 -6.12 -2.43  -0.003
C: -0.55 -6.41 -2.96  -0.026
C: -1.39 -5.45 -3.55  -0.067
C: -1.07 -4.15 -3.32  -0.477
S: -2.09 -2.77 -3.62  1.130
H: 2.52 -3.31 -2.69  0.123
H: 1.28 -6.98 -1.99  0.136
H: -0.83 -7.44 -2.94  0.112
H: -2.25 -5.74 -4.17  0.133
N: -1.87 -0.07 0.46  -0.018
C: -2.48 0.92 1.42  -0.277
C: -3.24 0.40 2.42  -0.054
C: -3.90 1.29 3.24  -0.065
C: -3.74 2.67 3.16  -0.037
C: -3.17 3.18 1.99  -0.068
C: -2.38 2.29 1.23  -0.349
P: -1.33 3.03 0.00  1.055
C: -2.30 4.36 -0.73  -0.397
C: -3.56 3.95 -1.26  -0.102
C: -4.25 4.90 -1.98  -0.079
C: -3.73 6.18 -2.18  -0.064
C: -2.52 6.60 -1.64  -0.043
C: -1.81 5.66 -0.86  -0.073
C: 0.00 3.86 0.89  -0.403
C: 1.31 3.86 0.30  -0.104
C: 2.41 4.25 1.06  -0.092
C: 2.21 4.78 2.32  -0.081
C: 0.94 4.82 2.87  -0.060
C: -0.17 4.34 2.15  -0.087
H: -2.04 0.16 -0.51  -0.044
H: -2.50 -0.85 0.50  0.069
H: -3.46 -0.68 2.57  0.131
H: -4.57 0.90 4.01  0.125
H: -4.14 3.25 3.98  0.116
H: -3.30 4.26 1.74  0.138
H: -3.98 2.94 -1.05  0.118
H: -5.17 4.61 -2.46  0.105
H: -4.27 6.84 -2.81  0.098
H: -2.05 7.53 -1.81  0.096
H: -0.84 5.97 -0.40  0.114
H: 1.38 3.49 -0.73  0.092
H: 3.37 4.21 0.53  0.107
H: 3.00 5.25 2.90  0.113
H: 0.82 5.26 3.85  0.114
H: -1.13 4.35 2.65  0.094
O: 1.89 -0.15 -1.32  -0.224
C: 3.03 0.22 -0.51  -0.069
C: 2.73 -0.48 0.79  -0.244
C: 3.58 -1.14 1.65  0.014
C: 3.33 -1.04 3.01  0.033
C: 2.03 -0.70 3.43  -0.006
C: 1.09 -0.33 2.49  -0.065
N: 1.41 -0.26 1.13  -0.065
H: 2.05 -0.04 -2.26  0.122
H: 3.17 1.30 -0.39  0.137
H: 3.94 -0.18 -1.05  0.159
H: 4.43 -1.65 1.29  0.122
H: 4.12 -1.12 3.78  0.147
H: 1.73 -0.67 4.47  0.130
H: 0.18 0.22 2.73  0.126
F: -1.41 -2.50 2.83  0.062
C: -1.43 -3.82 2.42  -0.599
F: -2.73 -4.14 2.23  0.150
F: -0.86 -4.53 3.39  0.159
S: -0.36 -3.84 0.73  1.087
O: 0.86 -2.88 0.86  -0.574
O: -1.35 -2.79 0.01  -0.606
N: 2.43 -4.33 -2.62  -0.046
S: 3.84 -5.14 -2.77  0.742
O: 4.20 -5.14 -4.14  -0.209
O: 3.74 -6.36 -1.98  -0.241
C: 4.98 -3.88 -1.93  -0.553
F: 4.87 -2.69 -2.60  0.096
F: 4.62 -3.68 -0.61  0.093
F: 6.25 -4.33 -2.02  0.161

Values from the calculation:
total charge: +2
strongest force on any atom: 4.1 eV/Å
relative energy (zero: lowest compared OMol25 entry of this formula, charge and spin): 311.7 kJ/mol
HOMO energy: -0.4539 Ha
gap between HOMO and LUMO: 5.4 eV
LUMO: -6.985 eV

=====

(2)
Here is the molecule C16H19ClN2O4 from the Open Molecules 2025 dataset. Energies are from the ωB97M-V functional and the def2-TZVPD basis.

Each line ends with the Löwdin charge.
CARTESIAN COORDINATES (ANGSTROEM)
C: 1.33 -5.05 -0.68  -0.074
C: 2.62 -4.59 -1.36  -0.275
O: 2.43 -3.65 -2.39  -0.155
C: 1.89 -2.40 -2.02  -0.228
C: 2.82 -1.55 -1.15  -0.151
C: 2.30 -0.12 -0.97  -0.170
N: 1.09 -0.10 -0.18  0.078
C: 1.01 0.48 1.03  -0.484
O: 1.92 1.09 1.56  0.066
C: -0.38 0.33 1.67  -0.026
C: -1.32 1.30 1.06  -0.081
C: -2.14 1.11 -0.05  -0.108
C: -2.29 -0.05 -0.89  -0.444
O: -1.59 -1.04 -0.86  0.082
O: -3.31 0.06 -1.76  0.120
N: -2.88 2.25 -0.27  0.144
C: -2.55 3.19 0.65  -0.187
C: -3.01 4.49 0.83  -0.006
C: -2.48 5.22 1.87  -0.105
C: -1.50 4.67 2.71  -0.668
Cl: -0.87 5.65 3.99  0.668
C: -1.03 3.39 2.55  -0.025
C: -1.56 2.63 1.51  -0.100
H: 0.90 -4.26 -0.06  0.064
H: 0.60 -5.35 -1.43  0.080
H: 1.55 -5.90 -0.04  0.073
H: 3.32 -4.21 -0.61  0.110
H: 3.09 -5.44 -1.86  0.119
H: 0.92 -2.53 -1.52  0.105
H: 1.72 -1.89 -2.97  0.129
H: 3.80 -1.51 -1.63  0.122
H: 2.94 -2.00 -0.17  0.113
H: 2.10 0.33 -1.95  0.124
H: 3.03 0.48 -0.44  0.120
H: 0.28 -0.59 -0.53  0.092
H: -0.73 -0.69 1.52  0.122
H: -0.28 0.54 2.74  0.126
H: -3.37 -0.75 -2.30  0.136
H: -3.55 2.35 -1.01  0.163
H: -3.76 4.91 0.18  0.112
H: -2.81 6.23 2.05  0.102
H: -0.26 2.98 3.19  0.117

Values from the calculation:
strongest force on any atom: 0.8 eV/Å
SMILES string: CCOCCCNC(=O)Cc1c(C(=O)O)[nH]c2ccc(Cl)cc12
relative energy (zero: lowest compared OMol25 entry of this formula, charge and spin): 0.0 kJ/mol
HOMO energy: -0.3113 Ha
gap between HOMO and LUMO: 8.3 eV
LUMO: -0.217 eV

=====

(3)
Here is a cluster of 7 separate species, C42H105N7O14 in total from the Open Molecules 2025 dataset. Energies are from the ωB97M-V functional and the def2-TZVPD basis.

Each line ends with the Löwdin charge.
CARTESIAN COORDINATES (ANGSTROEM)
C: -7.93 -0.10 -1.69  -0.087
O: -7.26 -1.36 -1.71  -0.205
C: -8.03 -2.54 -1.52  -0.217
C: -8.40 -2.68 -0.06  -0.189
N: -9.54 -1.83 0.36  -0.071
C: -10.87 -2.23 -0.12  -0.185
C: -11.40 -3.21 0.94  -0.207
O: -11.69 -2.37 2.10  -0.207
C: -12.35 -3.14 3.15  -0.084
H: -8.80 0.05 -2.34  0.085
H: -7.18 0.61 -2.03  0.072
H: -8.28 0.04 -0.67  0.073
H: -7.52 -3.44 -1.87  0.104
H: -8.88 -2.41 -2.18  0.111
H: -7.51 -2.28 0.42  0.117
H: -8.52 -3.72 0.27  0.102
H: -9.67 -1.57 1.33  0.103
H: -10.88 -2.60 -1.15  0.110
H: -11.51 -1.35 -0.18  0.115
H: -10.72 -4.03 1.13  0.114
H: -12.30 -3.57 0.44  0.113
H: -11.97 -4.17 3.19  0.085
H: -13.41 -3.18 2.92  0.076
H: -12.37 -2.53 4.05  0.084
C: -5.95 1.86 4.64  -0.088
O: -5.02 1.10 5.40  -0.209
C: -4.22 0.36 4.53  -0.252
C: -3.69 -0.63 5.57  -0.190
N: -2.97 -1.60 4.76  -0.080
C: -2.38 -2.66 5.52  -0.202
C: -0.93 -3.08 5.08  -0.204
O: -0.69 -3.22 3.69  -0.197
C: 0.60 -3.66 3.40  -0.138
H: -6.31 1.29 3.78  0.083
H: -5.44 2.77 4.33  0.085
H: -6.69 2.17 5.38  0.089
H: -3.39 0.98 4.18  0.130
H: -4.79 -0.13 3.74  0.113
H: -4.54 -1.19 5.95  0.122
H: -3.11 -0.09 6.32  0.133
H: -3.35 -1.92 3.87  0.108
H: -2.98 -3.57 5.56  0.109
H: -2.29 -2.44 6.58  0.115
H: -0.73 -4.00 5.63  0.109
H: -0.18 -2.41 5.50  0.114
H: 1.38 -2.94 3.64  0.089
H: 0.51 -4.01 2.37  0.086
H: 0.84 -4.55 3.97  0.082
C: 4.21 0.05 -3.77  -0.106
O: 5.55 0.54 -3.97  -0.177
C: 6.06 1.23 -2.76  -0.176
C: 7.34 2.11 -3.09  -0.172
N: 8.60 1.35 -2.99  -0.059
C: 9.79 2.13 -2.71  -0.186
C: 10.99 1.24 -2.12  -0.188
O: 12.08 1.13 -3.04  -0.200
C: 13.11 2.19 -3.02  -0.078
H: 3.59 0.05 -4.66  0.080
H: 3.76 0.66 -2.99  0.058
H: 4.18 -0.98 -3.43  0.079
H: 6.19 0.61 -1.87  0.092
H: 5.39 1.97 -2.32  0.102
H: 7.28 2.83 -2.27  0.099
H: 7.07 2.56 -4.04  0.118
H: 8.57 0.62 -2.29  0.095
H: 9.67 2.90 -1.95  0.071
H: 10.24 2.69 -3.54  0.113
H: 10.70 0.20 -1.96  0.113
H: 11.28 1.62 -1.15  0.100
H: 12.99 3.01 -2.32  0.069
H: 13.08 2.81 -3.91  0.077
H: 14.07 1.77 -2.73  0.080
C: 4.77 -0.62 0.45  -0.095
O: 3.74 -0.19 -0.44  -0.195
C: 2.46 -0.05 0.10  -0.233
C: 1.16 -0.13 -0.65  -0.191
N: -0.11 0.15 0.06  -0.048
C: -0.45 -0.89 0.92  -0.268
C: -1.92 -1.09 1.03  -0.184
O: -2.68 -1.15 -0.21  -0.180
C: -4.07 -1.06 0.03  -0.119
H: 4.91 0.08 1.26  0.075
H: 5.72 -0.64 -0.08  0.075
H: 4.70 -1.61 0.91  0.089
H: 2.57 0.87 0.67  0.126
H: 2.40 -0.84 0.84  0.111
H: 1.13 -1.09 -1.16  0.123
H: 1.01 0.65 -1.40  0.099
H: -0.86 0.37 -0.57  0.108
H: 0.10 -0.72 1.84  0.127
H: 0.00 -1.84 0.60  0.107
H: -2.28 -0.23 1.60  0.113
H: -2.23 -1.96 1.61  0.113
H: -4.52 -0.45 -0.75  0.076
H: -4.33 -0.53 0.95  0.075
H: -4.66 -1.98 0.04  0.075
C: -5.81 2.94 -4.60  -0.086
O: -4.87 2.37 -3.70  -0.172
C: -4.83 2.73 -2.36  -0.257
C: -4.23 4.08 -1.98  -0.193
N: -2.92 4.43 -2.61  -0.058
C: -1.76 4.09 -1.81  -0.244
C: -0.44 4.29 -2.53  -0.219
O: 0.54 4.38 -1.52  -0.199
C: 1.65 3.49 -1.42  -0.078
H: -5.43 3.91 -4.94  0.077
H: -6.76 3.32 -4.21  0.085
H: -5.94 2.30 -5.48  0.089
H: -4.26 2.00 -1.78  0.114
H: -5.79 2.78 -1.85  0.112
H: -4.16 4.03 -0.90  0.118
H: -4.73 4.98 -2.32  0.108
H: -2.78 3.88 -3.44  0.097
H: -1.80 3.09 -1.38  0.109
H: -1.70 4.70 -0.90  0.118
H: -0.44 5.22 -3.10  0.128
H: -0.36 3.34 -3.07  0.121
H: 1.49 2.66 -0.74  0.059
H: 2.49 4.08 -1.06  0.087
H: 1.87 3.08 -2.41  0.083
C: -6.81 -8.29 -0.56  -0.117
O: -5.87 -7.21 -0.53  -0.189
C: -6.14 -6.10 -1.46  -0.191
C: -5.14 -6.11 -2.64  -0.178
N: -3.73 -6.00 -2.22  -0.047
C: -3.24 -4.86 -1.47  -0.240
C: -1.92 -5.10 -0.92  -0.262
O: -1.69 -6.22 -0.05  -0.184
C: -0.34 -6.85 -0.18  -0.063
H: -7.44 -8.53 -1.42  0.083
H: -7.50 -8.08 0.26  0.076
H: -6.35 -9.23 -0.25  0.079
H: -6.21 -5.19 -0.87  0.098
H: -7.13 -6.16 -1.91  0.104
H: -5.42 -5.32 -3.33  0.110
H: -5.18 -7.01 -3.25  0.115
H: -3.53 -6.78 -1.61  0.096
H: -3.77 -4.61 -0.55  0.115
H: -3.19 -4.00 -2.13  0.134
H: -1.56 -4.17 -0.46  0.115
H: -1.26 -5.22 -1.77  0.118
H: -0.17 -7.33 -1.14  0.081
H: -0.16 -7.68 0.50  0.076
H: 0.40 -6.09 0.07  0.076
C: 11.80 9.22 -0.13  -0.130
O: 11.54 7.86 0.10  -0.193
C: 11.77 7.54 1.45  -0.228
C: 11.48 6.08 1.57  -0.253
N: 10.21 5.67 1.04  -0.030
C: 9.84 4.21 0.82  -0.160
C: 9.04 3.50 1.91  -0.234
O: 8.63 2.19 1.55  -0.178
C: 7.55 1.72 2.38  -0.104
H: 11.68 9.42 -1.19  0.090
H: 12.80 9.61 0.07  0.082
H: 11.21 9.95 0.43  0.088
H: 11.13 8.12 2.13  0.128
H: 12.82 7.80 1.52  0.126
H: 11.57 5.83 2.63  0.118
H: 12.35 5.60 1.12  0.114
H: 10.22 6.21 0.18  0.092
H: 10.73 3.63 0.56  0.101
H: 9.40 4.04 -0.16  0.092
H: 8.23 4.16 2.21  0.118
H: 9.69 3.37 2.78  0.121
H: 6.76 2.47 2.41  0.077
H: 7.72 1.83 3.45  0.079
H: 7.13 0.73 2.21  0.075

Values from the calculation:
strongest force on any atom: 3.9 eV/Å
SMILES string: COCCNCCOC.COCCNCCOC.COCCNCCOC.COCCNCCOC.COCCNCCOC.COCCNCCOC.COCCNCCOC
relative energy (zero: lowest compared OMol25 entry of this formula, charge and spin): 675.9 kJ/mol
HOMO energy: -0.3086 Ha
gap between HOMO and LUMO: 8.9 eV
LUMO: 0.462 eV

=====

(4)
Here is a structure of composition C20H31Cl2N4O3Yb from the Open Molecules 2025 dataset. Energies are from the ωB97M-V functional and the def2-TZVPD basis.

Each line ends with the Löwdin spin population.
CARTESIAN COORDINATES (ANGSTROEM)
O: 3.42 1.56 -0.95  0.000
C: 2.91 2.13 -1.89  0.001
C: 2.28 3.49 -1.89  0.000
C: 1.43 3.70 -0.80  0.001
H: 1.14 2.88 -0.17  0.000
C: 0.87 4.95 -0.57  0.000
H: 0.24 5.07 0.31  0.000
C: 1.17 6.00 -1.43  0.000
H: 0.82 7.01 -1.22  0.000
C: 1.84 5.76 -2.63  0.000
H: 1.95 6.56 -3.41  0.000
C: 2.40 4.49 -2.88  0.000
H: 2.90 4.27 -3.84  0.000
H: 2.72 1.59 -2.88  0.001
C: -0.21 -0.83 -3.10  0.108
C: -1.39 -0.30 -2.38  0.640
H: -0.22 -0.40 -4.10  0.005
H: -0.21 -1.92 -3.21  0.008
H: 0.75 -0.54 -2.64  0.031
C: -1.85 0.93 -2.10  0.073
C: -3.23 1.38 -2.55  0.030
H: -1.28 1.72 -1.55  0.031
H: -3.17 2.34 -3.08  -0.001
H: -3.94 1.51 -1.70  0.000
H: -3.62 0.60 -3.19  0.003
Yb: -1.08 -0.54 -0.07  0.033
Cl: -1.24 1.74 1.29  0.003
Cl: -3.48 -1.27 -0.41  0.027
C: -2.66 -1.27 2.38  0.001
O: -1.47 -1.63 2.24  0.001
N: -3.68 -1.98 2.93  0.001
C: -3.47 -3.37 3.33  0.000
C: -5.05 -1.49 2.97  0.000
H: -2.96 -0.27 2.01  0.000
H: -2.40 -3.54 3.27  0.000
H: -4.02 -4.07 2.67  0.000
H: -3.84 -3.55 4.36  0.000
H: -5.08 -0.45 2.60  0.000
H: -5.47 -1.51 3.98  0.000
H: -5.74 -2.08 2.34  0.000
H: 2.33 -5.20 0.08  0.000
H: 4.16 -3.49 0.28  0.000
C: 1.83 -4.61 -0.69  0.000
C: 3.65 -2.91 -0.50  0.000
N: 2.23 -3.22 -0.51  0.000
H: 0.76 -4.63 -0.58  0.000
C: 1.30 -2.24 -0.48  0.001
O: 0.09 -2.47 -0.42  0.000
H: 3.81 -1.82 -0.27  0.000
H: 1.71 -1.19 -0.50  0.001
H: 2.13 -4.94 -1.69  0.000
H: 4.13 -3.11 -1.47  0.000
N: 2.07 0.98 3.08  0.000
C: 1.85 -0.25 3.67  0.000
C: 1.39 -1.06 2.65  0.000
N: 1.30 -0.32 1.49  0.000
C: 1.76 0.88 1.76  0.000
H: 2.39 1.82 3.54  0.000
H: 2.00 -0.47 4.72  0.000
H: 1.11 -2.12 2.70  0.000
H: 1.90 1.70 1.10  0.000

Values from the calculation:
strongest force on any atom: 2.9 eV/Å
relative energy (zero: lowest compared OMol25 entry of this formula, charge and spin): 154.1 kJ/mol
spin multiplicity: 2
HOMO energy (alpha / beta): -0.2371 / -0.2376 Ha
gap between HOMO and LUMO (alpha / beta): 6.6 / 6.6 eV
LUMO (alpha / beta): 0.137 / 0.124 eV

=====

(5)
Here is a structure of composition C45H39CaF3N7O6S2 from the Open Molecules 2025 dataset. Energies are from the ωB97M-V functional and the def2-TZVPD basis.

Each line ends with the Löwdin charge.
CARTESIAN COORDINATES (ANGSTROEM)
Ca: -1.32 1.74 0.43  1.417
C: -1.78 4.19 -4.41  -0.064
O: -2.11 2.80 -4.58  -0.123
C: -3.25 2.38 -3.91  -0.256
C: -4.41 2.12 -4.63  -0.027
C: -5.59 1.68 -4.06  -0.130
C: -5.60 1.64 -2.72  -0.091
C: -4.48 1.98 -1.93  -0.128
C: -4.72 2.03 -0.50  -0.134
N: -3.86 2.04 0.42  -0.054
N: -4.45 2.22 1.69  0.052
C: -3.54 2.41 2.60  -0.476
O: -2.24 2.27 2.43  -0.276
C: -3.96 2.61 4.01  -0.135
C: -2.95 2.69 4.99  -0.021
C: -3.28 2.99 6.29  -0.101
C: -4.60 3.18 6.64  -0.113
C: -5.57 3.23 5.66  -0.110
C: -5.26 2.98 4.35  -0.041
C: -3.22 2.33 -2.51  -0.323
O: -2.11 2.53 -1.82  -0.216
H: -2.66 4.77 -4.44  0.078
H: -1.15 4.48 -5.19  0.055
H: -1.21 4.36 -3.46  0.098
H: -4.43 2.15 -5.70  0.100
H: -6.52 1.47 -4.59  0.099
H: -6.41 1.20 -2.22  0.087
H: -5.74 1.88 -0.22  0.103
H: -1.94 2.42 4.75  0.108
H: -2.59 2.91 7.10  0.093
H: -4.80 3.44 7.65  0.086
H: -6.58 3.49 5.90  0.088
H: -6.04 3.13 3.60  0.109
C: -0.22 -7.15 2.46  -0.105
C: -0.37 -5.69 2.94  -0.227
C: 0.80 -4.86 2.42  -0.203
N: 0.90 -3.47 2.93  -0.010
C: -0.19 -2.62 2.77  -0.907
S: -1.06 -1.91 3.98  0.665
N: -0.53 -2.43 1.46  0.106
C: 0.34 -2.65 0.39  -0.395
O: -0.08 -3.04 -0.70  0.057
C: 1.86 -2.51 0.52  -0.187
C: 2.39 -1.48 1.31  -0.010
C: 3.78 -1.40 1.51  -0.064
C: 4.60 -2.22 0.78  -0.076
C: 4.06 -3.21 -0.09  -0.079
C: 2.70 -3.34 -0.20  -0.069
H: -1.19 -7.60 2.40  0.057
H: 0.37 -7.78 3.15  0.075
H: 0.22 -7.22 1.48  0.068
H: -0.40 -5.69 4.04  0.116
H: -1.27 -5.26 2.57  0.094
H: 0.78 -4.80 1.32  0.104
H: 1.76 -5.37 2.66  0.135
H: 1.26 -3.44 3.89  0.127
H: -1.45 -2.07 1.23  0.101
H: 1.74 -0.85 1.94  0.117
H: 4.17 -0.65 2.17  0.094
H: 5.64 -2.14 0.85  0.083
H: 4.78 -3.92 -0.67  0.137
H: 2.22 -4.12 -0.78  0.120
S: 5.35 1.15 -2.51  1.012
C: 3.58 0.97 -2.24  -0.505
C: 3.00 -0.26 -1.92  -0.058
C: 1.66 -0.25 -1.72  -0.137
N: 0.89 0.83 -1.68  0.099
C: 1.46 1.97 -1.99  -0.122
C: 2.79 2.07 -2.32  -0.079
C: 6.04 1.01 -0.90  -0.517
C: 7.45 0.88 -0.87  -0.123
C: 8.10 0.89 0.33  -0.159
N: 7.43 1.07 1.48  0.054
C: 6.10 1.19 1.45  -0.146
C: 5.37 1.12 0.29  -0.092
H: 3.59 -1.17 -1.91  0.107
H: 1.18 -1.22 -1.53  0.098
H: 0.86 2.87 -1.92  0.109
H: 3.34 2.99 -2.55  0.115
H: 7.96 0.79 -1.81  0.092
H: 9.20 0.83 0.31  0.110
H: 5.59 1.29 2.38  0.102
H: 4.27 1.31 0.28  0.118
F: 1.89 5.18 1.67  0.134
C: 2.27 3.90 1.84  -0.542
F: 3.34 3.77 1.01  0.112
F: 2.68 3.74 3.10  0.158
C: 1.24 2.88 1.40  -0.647
O: 1.37 1.77 1.92  0.027
O: 0.36 3.26 0.61  -0.117
N: -2.17 -1.00 -0.62  0.199
C: -1.97 -1.11 -1.73  -0.138
C: -1.62 -1.47 -3.09  -0.219
C: -1.81 -2.80 -3.46  -0.047
C: -1.49 -3.20 -4.74  -0.091
C: -0.96 -2.30 -5.67  -0.085
C: -0.76 -0.99 -5.27  -0.050
C: -1.10 -0.56 -3.96  -0.007
H: -2.14 -3.52 -2.70  0.127
H: -1.66 -4.27 -4.96  0.111
H: -0.68 -2.60 -6.69  0.108
H: -0.30 -0.31 -5.98  0.108
H: -0.96 0.47 -3.68  0.100

Values from the calculation:
total charge: -1
strongest force on any atom: 2.9 eV/Å
relative energy (zero: lowest compared OMol25 entry of this formula, charge and spin): 112.2 kJ/mol
HOMO energy: -0.1668 Ha
gap between HOMO and LUMO: 6.3 eV
LUMO: 1.763 eV